# 1
{"formula": "H8O4", "method": "wB97M-V/def2-TZVPD", "symbols": ["O", "H", "H", "O", "H", "H", "O", "H", "H", "O", "H", "H"], "xyz": [[-1.41, 27.64, 8.39], [-1.41, 26.89, 8.98], [-0.97, 27.32, 7.60], [-7.83, 26.76, 11.59], [-7.93, 26.00, 11.02], [-8.62, 27.29, 11.44], [-5.94, 28.92, 7.22], [-5.50, 28.08, 7.39], [-6.67, 28.93, 7.83], [-5.14, 26.64, 8.57], [-4.29, 26.22, 8.70], [-5.72, 26.21, 9.21]], "homo_lumo_gap_ev": 10.81, "multiplicity": 1, "smiles": "O.O.O.O", "e_tot_ha": -305.73809, "lumo_energy_ev": 0.2, "total_charge": 0, "relative_energy_kcal_mol": 25.8}

# 2
{"formula": "C32H41N11O4", "method": "wB97M-V/def2-TZVPD", "symbols": ["O", "N", "O", "C", "C", "C", "O", "C", "C", "C", "C", "C", "C", "N", "C", "C", "C", "C", "C", "O", "H", "H", "H", "H", "H", "H", "H", "H", "H", "H", "H", "H", "H", "H", "C", "C", "N", "H", "H", "H", "C", "C", "N", "H", "H", "H", "C", "C", "N", "H", "H", "H", "C", "C", "N", "H", "H", "H", "C", "C", "N", "H", "H", "H", "C", "C", "N", "H", "H", "H", "C", "C", "N", "H", "H", "H", "C", "C", "N", "H", "H", "H", "C", "C", "N", "H", "H", "H"], "xyz": [[6.59, -0.85, 2.19], [6.03, 0.11, 2.60], [6.18, 1.19, 1.77], [5.17, 1.24, 0.75], [5.31, 2.07, -0.41], [4.14, 2.03, -1.52], [3.82, 3.03, -2.21], [3.44, 0.58, -1.70], [3.28, -0.24, -0.54], [2.64, -1.69, -0.70], [1.27, -1.91, 0.11], [-0.06, -1.85, -0.78], [-0.56, -0.38, -1.17], [-0.70, 0.57, -0.02], [-0.63, 1.95, -0.43], [-0.75, 2.86, 0.82], [-0.90, 1.81, 1.97], [-0.89, 0.37, 1.40], [3.81, 0.39, 0.84], [3.15, 0.23, 1.89], [6.25, 2.70, -0.53], [3.08, 0.19, -2.71], [2.57, -1.96, -1.81], [3.40, -2.43, -0.24], [1.32, -2.98, 0.54], [1.27, -1.22, 1.02], [0.20, -2.37, -1.78], [-0.88, -2.51, -0.32], [0.08, 0.08, -2.00], [-1.61, -0.50, -1.62], [-0.52, 2.37, -1.48], [-0.71, 3.99, 0.91], [-1.00, 2.07, 3.07], [-0.97, -0.64, 1.89], [-4.59, 2.80, -1.06], [-3.41, 2.60, -1.95], [-2.47, 2.45, -2.66], [-5.44, 3.15, -1.64], [-4.85, 1.86, -0.57], [-4.35, 3.54, -0.29], [-2.78, 5.85, -4.32], [-3.37, 5.97, -2.95], [-3.84, 6.07, -1.87], [-2.51, 4.81, -4.52], [-3.51, 6.18, -5.07], [-1.88, 6.47, -4.40], [-5.78, 0.16, -4.59], [-6.37, 0.29, -3.22], [-6.84, 0.40, -2.14], [-5.51, -0.88, -4.78], [-6.49, 0.49, -5.34], [-4.88, 0.77, -4.66], [5.56, -4.09, 3.32], [4.17, -3.90, 2.79], [3.07, -3.76, 2.37], [6.26, -3.48, 2.74], [5.60, -3.79, 4.36], [5.85, -5.14, 3.24], [-7.43, 7.07, -3.76], [-6.25, 6.88, -4.67], [-5.33, 6.73, -5.39], [-8.29, 7.42, -4.34], [-7.69, 6.12, -3.29], [-7.19, 7.80, -3.00], [1.99, -7.15, 4.63], [3.48, -7.06, 4.57], [4.66, -6.99, 4.52], [1.60, -6.39, 5.31], [1.57, -6.99, 3.64], [1.69, -8.13, 4.99], [-1.64, -5.74, 0.40], [-1.86, -4.78, -0.73], [-2.03, -4.03, -1.62], [-2.56, -6.27, 0.62], [-0.86, -6.46, 0.13], [-1.32, -5.19, 1.29], [7.24, -9.14, 4.92], [7.20, -10.52, 4.34], [7.17, -11.61, 3.88], [6.52, -8.51, 4.42], [7.00, -9.18, 5.99], [8.24, -8.72, 4.80], [-3.20, 8.52, 0.81], [-3.78, 9.82, 1.26], [-4.24, 10.85, 1.62], [-3.14, 7.83, 1.65], [-3.83, 8.08, 0.03], [-2.20, 8.68, 0.41]], "homo_lumo_gap_ev": 6.31, "multiplicity": 1, "smiles": "O=NOC1=CC(=O)C=C(CCCCn2cccc2)C1=O.CC#N.CC#N.CC#N.CC#N.CC#N.CC#N.CC#N.CC#N.CC#N", "e_tot_ha": -2146.77035, "lumo_energy_ev": -1.1, "total_charge": 0}

# 3
{"formula": "BrClO3P", "method": "wB97M-V/def2-TZVPD", "symbols": ["O", "P", "O", "Cl", "O", "Br"], "xyz": [[-0.82, 1.58, 0.79], [-0.48, 0.04, 0.29], [-1.44, -1.07, 0.17], [0.96, -0.29, 1.75], [0.30, 0.44, -1.07], [1.49, -0.69, -1.94]], "homo_lumo_gap_ev": 7.54, "multiplicity": 1, "smiles": "O=[P@]([O-])(Cl)OBr", "e_tot_ha": -3601.41417, "lumo_energy_ev": 2.5, "total_charge": -1, "relative_energy_kcal_mol": 16.7}

# 4
{"formula": "C37H44Cl3CoN2S2Si3", "method": "wB97M-V/def2-TZVPD", "symbols": ["Co", "S", "C", "C", "C", "C", "C", "C", "N", "C", "C", "C", "C", "C", "C", "C", "C", "N", "C", "C", "C", "C", "C", "S", "C", "H", "H", "H", "H", "H", "H", "H", "H", "H", "H", "H", "H", "C", "Si", "C", "C", "C", "C", "C", "C", "C", "C", "H", "H", "H", "H", "H", "H", "H", "H", "H", "H", "H", "H", "H", "H", "H", "H", "H", "H", "H", "H", "H", "C", "Si", "C", "C", "C", "C", "C", "C", "C", "H", "H", "H", "H", "H", "H", "H", "H", "H", "H", "H", "Cl", "Si", "Cl", "Cl"], "xyz": [[-0.15, -0.14, 0.12], [6.99, -1.50, 0.40], [7.29, -3.19, 0.43], [6.14, -3.90, 0.37], [4.98, -3.08, 0.30], [5.27, -1.74, 0.30], [4.35, -0.62, 0.22], [2.97, -0.83, 0.30], [2.05, 0.10, 0.17], [2.47, 1.37, 0.00], [3.84, 1.71, -0.04], [4.21, 3.09, -0.17], [3.28, 4.06, -0.21], [1.88, 3.75, -0.13], [0.90, 4.74, -0.09], [-0.43, 4.37, 0.03], [-0.71, 2.99, 0.05], [0.18, 2.03, -0.02], [1.49, 2.39, -0.07], [-1.52, 5.33, 0.11], [-2.86, 5.10, 0.31], [-3.64, 6.29, 0.33], [-2.89, 7.41, 0.15], [-1.23, 7.04, -0.05], [4.78, 0.69, 0.05], [8.31, -3.54, 0.49], [6.11, -4.98, 0.37], [3.98, -3.47, 0.22], [2.61, -1.83, 0.50], [5.26, 3.33, -0.22], [3.56, 5.11, -0.28], [1.18, 5.78, -0.13], [-1.73, 2.67, 0.12], [-3.28, 4.12, 0.45], [-4.71, 6.30, 0.48], [-3.22, 8.44, 0.12], [5.83, 0.92, 0.01], [-3.39, 1.02, 1.17], [-2.53, -0.16, -0.11], [-3.08, 0.57, -1.87], [-2.53, -0.26, -3.03], [-2.58, 2.00, -2.09], [-4.61, 0.63, -1.99], [-3.62, -1.78, 0.25], [-5.03, -1.43, 0.74], [-3.78, -2.72, -0.95], [-2.93, -2.58, 1.36], [-4.38, 1.33, 0.82], [-2.82, 1.92, 1.41], [-3.52, 0.49, 2.11], [-1.44, -0.20, -3.07], [-2.91, 0.14, -3.98], [-2.80, -1.31, -2.96], [-1.49, 2.05, -2.06], [-3.00, 2.71, -1.37], [-2.89, 2.34, -3.09], [-5.06, -0.36, -1.95], [-4.88, 1.07, -2.96], [-5.05, 1.25, -1.21], [-5.55, -0.74, 0.07], [-5.02, -0.99, 1.74], [-5.63, -2.35, 0.80], [-4.36, -2.28, -1.75], [-4.31, -3.63, -0.62], [-2.82, -3.04, -1.35], [-2.83, -1.98, 2.27], [-1.94, -2.92, 1.07], [-3.53, -3.47, 1.61], [-0.75, 1.62, 3.28], [-0.15, -0.04, 2.49], [-1.00, -1.31, 3.67], [1.65, -0.18, 3.14], [2.25, -1.43, 3.33], [3.57, -1.55, 3.74], [4.34, -0.41, 3.97], [3.77, 0.84, 3.79], [2.44, 0.95, 3.38], [-0.45, 1.67, 4.33], [-1.84, 1.69, 3.24], [-0.35, 2.49, 2.76], [-0.54, -1.25, 4.66], [-0.89, -2.34, 3.30], [-2.06, -1.10, 3.77], [1.66, -2.33, 3.15], [4.00, -2.54, 3.87], [5.37, -0.51, 4.29], [4.36, 1.73, 3.96], [2.01, 1.94, 3.25], [-0.65, -3.30, -2.64], [0.32, -1.98, -1.29], [0.85, -3.47, 0.18], [2.12, -1.90, -2.47]], "homo_lumo_gap_ev": [5.26, 5.51], "multiplicity": 2, "e_tot_ha": -5974.30678, "lumo_energy_ev": [1.4, 1.4], "s_squared": 0.90, "total_charge": -1, "relative_energy_kcal_mol": 11.1}

# 5
{"formula": "C29H40F5IN4O21PS", "method": "wB97M-V/def2-TZVPD", "symbols": ["C", "C", "O", "C", "N", "C", "C", "O", "C", "O", "P", "I", "O", "C", "N", "O", "C", "C", "C", "C", "C", "S", "C", "N", "N", "C", "O", "H", "H", "H", "H", "H", "H", "H", "H", "H", "H", "H", "H", "H", "H", "H", "H", "H", "H", "H", "H", "H", "H", "H", "H", "H", "C", "C", "O", "C", "O", "O", "F", "H", "H", "H", "C", "C", "O", "C", "O", "O", "F", "H", "H", "H", "C", "C", "O", "C", "O", "O", "F", "H", "H", "H", "C", "C", "O", "C", "O", "O", "F", "H", "H", "H", "C", "C", "O", "C", "O", "O", "F", "H", "H", "H"], "xyz": [[4.64, -3.74, 0.96], [5.39, -3.79, -0.36], [6.34, -4.87, -0.36], [4.44, -3.93, -1.55], [3.40, -2.91, -1.48], [2.01, -3.36, -1.31], [1.30, -2.32, -0.44], [-0.05, -2.14, -0.85], [-0.85, -1.72, 0.23], [-0.27, -0.67, 0.95], [-0.78, 0.83, 0.39], [-2.19, 1.09, 2.62], [-1.37, 2.51, -0.10], [-0.98, 3.45, 0.65], [-0.48, 4.31, 1.25], [-2.21, 0.20, -0.27], [-2.23, -1.22, -0.19], [-2.82, -1.81, -1.46], [-3.51, -3.15, -1.24], [-4.92, -3.00, -0.67], [-5.83, -4.21, -0.92], [-5.78, -5.49, 0.37], [-6.32, -4.55, 1.73], [-5.80, -4.57, 2.90], [-6.57, -3.72, 3.69], [-7.48, -3.25, 2.91], [-7.41, -3.74, 1.66], [3.89, -2.96, 0.95], [5.32, -3.53, 1.79], [4.17, -4.70, 1.14], [5.96, -2.87, -0.50], [5.83, -5.67, -0.19], [4.07, -4.96, -1.62], [5.04, -3.76, -2.46], [3.44, -2.38, -2.34], [1.48, -3.42, -2.27], [1.98, -4.34, -0.83], [1.85, -1.38, -0.54], [1.33, -2.63, 0.60], [-0.94, -2.54, 0.96], [-0.17, 0.70, -0.87], [0.35, 1.47, 0.96], [-2.90, -1.47, 0.64], [-3.56, -1.09, -1.81], [-2.08, -1.88, -2.26], [-2.92, -3.77, -0.54], [-3.58, -3.67, -2.20], [-4.88, -2.83, 0.41], [-5.41, -2.11, -1.08], [-6.87, -3.90, -1.03], [-5.53, -4.71, -1.84], [-8.23, -2.54, 3.19], [1.51, 1.15, -4.78], [1.09, 1.86, -3.51], [1.72, 1.08, -2.51], [2.81, 0.49, -3.06], [3.67, -0.04, -2.45], [2.77, 0.60, -4.41], [-0.25, 1.84, -3.33], [0.81, 0.34, -5.02], [1.61, 1.81, -5.64], [1.44, 2.89, -3.44], [4.37, 2.84, 1.26], [3.05, 2.42, 0.65], [3.27, 1.04, 0.40], [4.18, 0.59, 1.29], [4.42, -0.55, 1.52], [4.80, 1.63, 1.90], [2.82, 3.06, -0.53], [5.09, 3.11, 0.49], [4.29, 3.64, 1.98], [2.18, 2.54, 1.29], [-2.75, 6.66, 1.20], [-3.15, 7.07, -0.19], [-4.23, 7.96, 0.04], [-4.05, 8.51, 1.27], [-4.64, 9.46, 1.67], [-3.11, 7.83, 1.96], [-3.60, 6.02, -0.93], [-3.33, 5.81, 1.55], [-1.69, 6.43, 1.32], [-2.37, 7.58, -0.76], [8.14, -2.07, 1.06], [7.52, -1.54, 2.34], [7.80, -0.15, 2.25], [7.88, 0.17, 0.94], [7.85, 1.28, 0.51], [8.00, -0.94, 0.18], [8.13, -2.05, 3.44], [9.19, -2.30, 1.20], [7.62, -2.94, 0.65], [6.44, -1.68, 2.42], [-4.89, 3.39, 0.62], [-6.27, 3.55, 0.01], [-7.10, 2.91, 0.96], [-6.48, 3.00, 2.18], [-7.02, 2.79, 3.21], [-5.20, 3.39, 2.02], [-6.39, 2.92, -1.18], [-4.42, 2.45, 0.34], [-4.22, 4.21, 0.38], [-6.60, 4.59, -0.11]], "homo_lumo_gap_ev": 7.64, "multiplicity": 1, "e_tot_ha": -4464.83586, "lumo_energy_ev": 2.0, "total_charge": -1}

# 6
{"formula": "C4H6O2", "method": "wB97M-V/def2-TZVPD", "symbols": ["O", "C", "C", "C", "C", "O", "H", "H", "H", "H", "H", "H"], "xyz": [[-1.17, -1.68, 1.20], [-1.22, -1.40, 0.03], [-0.74, -0.09, -0.54], [0.16, 0.66, 0.41], [1.61, 0.72, 0.19], [0.78, 1.83, -0.11], [-1.65, -2.11, -0.70], [-1.63, 0.52, -0.77], [-0.24, -0.25, -1.50], [-0.21, 0.76, 1.43], [2.28, 0.85, 1.04], [2.03, 0.20, -0.67]], "homo_lumo_gap_ev": 10.95, "multiplicity": 1, "smiles": "O=CC[C@H]1CO1", "e_tot_ha": -306.43458, "lumo_energy_ev": 0.9, "total_charge": 0, "relative_energy_kcal_mol": 45.0}

# 7
{"formula": "C31H69IN8O10", "method": "wB97M-V/def2-TZVPD", "symbols": ["C", "C", "O", "O", "C", "C", "C", "O", "C", "C", "N", "C", "C", "C", "I", "H", "H", "H", "H", "H", "H", "H", "H", "H", "H", "H", "H", "H", "H", "H", "H", "H", "H", "H", "H", "C", "N", "C", "C", "O", "H", "H", "H", "H", "H", "H", "H", "C", "N", "C", "C", "O", "H", "H", "H", "H", "H", "H", "H", "C", "N", "C", "C", "O", "H", "H", "H", "H", "H", "H", "H", "C", "N", "C", "C", "O", "H", "H", "H", "H", "H", "H", "H", "C", "N", "C", "C", "O", "H", "H", "H", "H", "H", "H", "H", "C", "N", "C", "C", "O", "H", "H", "H", "H", "H", "H", "H", "C", "N", "C", "C", "O", "H", "H", "H", "H", "H", "H", "H"], "xyz": [[2.77, 0.44, 1.03], [1.83, -0.40, -0.03], [0.49, -0.20, 0.00], [2.31, -1.38, -1.02], [2.73, -2.65, -0.38], [1.57, -3.82, -0.41], [0.75, -3.99, 1.00], [0.41, -2.73, 1.68], [0.97, -2.67, 3.04], [0.02, -1.58, 3.87], [-0.52, -0.47, 2.94], [-1.87, -0.12, 3.54], [-2.59, 1.21, 2.91], [-1.58, 2.53, 2.87], [-3.41, 0.86, 0.89], [3.21, 1.42, 0.55], [3.61, -0.23, 1.54], [2.07, 0.78, 1.94], [3.62, -3.07, -1.06], [3.19, -2.52, 0.69], [2.17, -4.85, -0.57], [0.86, -3.74, -1.37], [1.40, -4.64, 1.75], [-0.27, -4.54, 0.76], [0.89, -3.67, 3.65], [2.10, -2.32, 3.02], [-0.94, -2.18, 4.24], [0.59, -1.11, 4.81], [0.15, 0.34, 2.98], [-2.60, -1.05, 3.36], [-1.68, 0.07, 4.70], [-3.47, 1.49, 3.66], [-2.16, 3.54, 2.82], [-0.89, 2.40, 1.92], [-0.97, 2.48, 3.89], [-8.00, -1.63, 1.34], [-7.51, -0.28, 1.49], [-8.17, 0.81, 2.00], [-9.58, 0.62, 2.48], [-7.60, 1.90, 2.05], [-7.34, -2.29, 1.91], [-7.94, -1.89, 0.28], [-9.02, -1.75, 1.69], [-6.57, -0.07, 1.19], [-9.96, 1.58, 2.85], [-10.22, 0.30, 1.65], [-9.61, -0.10, 3.29], [-0.64, 8.18, 1.55], [-0.71, 7.27, 2.67], [-0.31, 5.97, 2.74], [0.28, 5.35, 1.50], [-0.44, 5.35, 3.79], [-0.03, 9.04, 1.84], [-1.66, 8.52, 1.33], [-0.21, 7.71, 0.66], [-1.09, 7.62, 3.55], [0.55, 4.31, 1.72], [-0.45, 5.36, 0.69], [1.19, 5.88, 1.21], [-4.08, 8.68, -2.84], [-3.29, 7.81, -2.00], [-3.59, 7.34, -0.76], [-4.90, 7.74, -0.14], [-2.79, 6.60, -0.18], [-4.28, 8.16, -3.78], [-3.49, 9.58, -3.05], [-5.03, 8.96, -2.38], [-2.39, 7.49, -2.35], [-4.99, 7.28, 0.85], [-4.94, 8.83, -0.02], [-5.73, 7.40, -0.76], [1.47, -8.19, -3.10], [2.16, -7.23, -2.26], [3.47, -7.24, -1.87], [4.35, -8.37, -2.34], [3.90, -6.34, -1.15], [1.08, -7.65, -3.96], [0.64, -8.60, -2.52], [2.12, -9.00, -3.43], [1.64, -6.44, -1.90], [5.36, -8.23, -1.94], [3.96, -9.32, -1.98], [4.40, -8.37, -3.43], [8.17, -5.57, 0.41], [7.73, -6.20, -0.81], [8.46, -6.52, -1.92], [9.93, -6.20, -1.92], [7.91, -7.07, -2.87], [7.96, -6.25, 1.24], [7.60, -4.65, 0.54], [9.24, -5.34, 0.39], [6.75, -6.45, -0.89], [10.37, -6.52, -2.87], [10.07, -5.12, -1.81], [10.43, -6.73, -1.11], [5.17, -7.63, 2.36], [3.78, -7.31, 2.12], [2.79, -7.09, 3.03], [3.13, -7.20, 4.49], [1.65, -6.82, 2.64], [5.78, -6.85, 1.91], [5.38, -8.59, 1.87], [5.40, -7.71, 3.42], [3.47, -7.21, 1.16], [2.23, -7.00, 5.09], [3.48, -8.21, 4.72], [3.89, -6.46, 4.75], [-4.14, 11.33, -7.83], [-4.21, 10.43, -6.71], [-3.81, 9.13, -6.64], [-3.22, 8.50, -7.88], [-3.94, 8.50, -5.59], [-3.54, 12.19, -7.54], [-5.16, 11.67, -8.05], [-3.71, 10.87, -8.72], [-4.59, 10.77, -5.84], [-2.95, 7.46, -7.67], [-3.95, 8.51, -8.69], [-2.31, 9.04, -8.17]], "homo_lumo_gap_ev": 8.61, "multiplicity": 1, "smiles": "CC(=O)OCCCOCCNC[C@@H](C)I.CNC(C)=O.CNC(C)=O.CNC(C)=O.CNC(C)=O.CNC(C)=O.CNC(C)=O.CNC(C)=O", "e_tot_ha": -2710.56480, "lumo_energy_ev": 0.5, "total_charge": 0}

# 8
{"formula": "C3H2N2O2", "method": "wB97M-V/def2-TZVPD", "symbols": ["H", "N", "C", "C", "N", "O", "C", "O", "H"], "xyz": [[-1.84, -2.15, -0.12], [-2.00, -1.19, 0.20], [-1.01, -0.43, 0.12], [-0.82, 0.96, 0.45], [0.03, 1.75, 0.39], [0.46, -0.57, -0.54], [1.39, 0.42, -0.18], [1.99, 0.78, -1.16], [1.80, 0.43, 0.85]], "homo_lumo_gap_ev": 9.77, "multiplicity": 1, "smiles": "[H]/N=C(/C#N)OC=O", "e_tot_ha": -375.37811, "lumo_energy_ev": -1.0, "total_charge": 0, "relative_energy_kcal_mol": 83.7}